Formula: C4H7NO
Source: OMol25
Level of theory: ωB97M-V/def2-TZVPD

```
13
Properties=species:S:1:pos:R:3:forces:R:3:nbo_charge:R:1
C 0.701 -1.633 0.775 1.261 0.281 0.136 0.26
C -1.552 -0.449 -0.481 -0.152 -0.112 -0.242 -0.12
H -1.707 -0.311 -1.546 -0.290 0.063 0.077 0.18
H -2.739 1.296 0.184 0.084 0.031 0.064 0.18
H 3.069 0.344 -0.049 -0.114 -0.029 0.114 0.22
C -2.083 0.490 0.502 -0.426 0.099 0.087 -0.11
H -1.376 -1.477 -0.169 0.206 0.335 -0.034 0.21
N 1.549 -0.827 0.728 -0.761 -0.863 0.159 -0.51
H 1.753 1.206 0.798 0.111 -0.116 -0.010 0.24
O -0.735 0.577 0.090 0.078 -0.010 -0.069 -0.52
H 2.960 0.263 1.728 -0.021 0.103 -0.137 0.22
C 2.384 0.314 0.802 0.127 0.168 0.032 -0.43
H -2.206 0.145 1.529 -0.104 0.051 -0.176 0.18
```
Positions in Å, forces in eV/Å.

Values from the calculation:
* LUMO: 1.05 eV
* molecular weight: 85.106 Da
* largest force on an atom: 1.30 eV/Å
* net charge: 0
* relative energy (zero: lowest compared OMol25 entry of this formula, charge and spin): 83.1 kcal/mol